(1)
{
  "formula": "C3ClF6NO",
  "method": "ωB97M-V/def2-TZVPD",
  "charge": 0,
  "orbital_gap_ha": [0.311, 0.310],
  "elements": ["C", "C", "C", "N", "O", "F", "F", "F", "F", "F", "F", "Cl"],
  "coordinates": [[0.09791, -0.51112, -0.19330], [1.28235, 0.32327, 0.02507], [-0.77942, -0.66287, 0.97897], [-0.95490, 0.99581, -1.22810], [-1.09585, 0.76042, -2.33092], [1.73330, 0.32714, 1.27128], [1.00594, 1.58067, -0.29731], [2.27349, 0.02393, -0.86178], [-0.72415, 0.56786, 1.63978], [-2.05284, -0.81459, 0.66517], [-0.39460, -1.61747, 1.88728], [-0.02008, -1.81837, -1.36058]],
  "atomic_forces_ev_per_a": [[-2.255, -0.552, -2.136], [1.775, -0.005, -1.429], [0.279, 1.415, 1.956], [-0.425, -1.018, -0.807], [0.478, -0.172, 1.638], [0.585, -0.329, -0.007], [0.059, 1.672, 0.467], [-0.028, -0.659, 0.811], [-0.188, -1.239, -0.217], [-0.287, -0.772, -0.056], [-0.621, 0.815, -1.056], [0.629, 0.845, 0.836]]
}

***

(2)
{
  "formula": "C6H12N2",
  "method": "ωB97M-V/def2-TZVPD",
  "smiles": "Cc1c[nH]cn1.CC",
  "charge": 0,
  "orbital_gap_ha": 0.350,
  "elements": ["C", "C", "C", "C", "N", "N", "H", "H", "H", "H", "H", "H", "C", "C", "H", "H", "H", "H", "H", "H"],
  "coordinates": [[1.83407, 1.58713, 0.33889], [0.39392, -1.53111, -0.64732], [1.26853, 0.22429, 0.23391], [0.87916, -0.57879, 1.26659], [0.85229, -0.34707, -0.95638], [0.33711, -1.69634, 0.68861], [0.00009, -2.25409, -1.34283], [0.08438, -2.47597, 1.26505], [0.71368, -0.38892, 2.31499], [1.52721, 2.04601, 1.28984], [1.51470, 2.34197, -0.37207], [2.92560, 1.61122, 0.40063], [-2.20299, 1.06845, 0.24611], [-2.35310, 0.62154, -1.17493], [-1.54957, 1.92048, 0.35918], [-3.10711, 1.39885, 0.76637], [-1.80180, 0.31536, 0.86372], [-2.92479, -0.30308, -1.26952], [-1.43353, 0.26203, -1.64364], [-2.65790, 1.39282, -1.87004]],
  "atomic_forces_ev_per_a": [[0.359, 1.030, 1.136], [-0.549, 0.122, -0.232], [-1.260, 0.246, -0.347], [-0.071, 0.220, 0.018], [1.304, -0.224, -0.027], [0.211, -0.047, 0.842], [0.053, -0.038, -0.005], [-0.271, -0.399, -0.446], [0.529, -0.040, 0.042], [-0.013, -0.313, 0.048], [-0.108, -0.458, -0.626], [-0.018, -0.187, -0.346], [-0.379, 1.099, 0.308], [0.517, -0.918, -0.991], [0.475, 0.294, -0.229], [-0.351, -0.195, -0.478], [0.612, -1.125, 0.668], [-0.799, 0.366, 0.059], [0.465, 0.418, 0.555], [-0.706, 0.148, 0.053]]
}

***

(3)
{
  "formula": "C19H32N6O3PSeV",
  "method": "ωB97M-V/def2-TZVPD",
  "charge": 2,
  "s2": 2.097,
  "orbital_gap_ha": [0.235, 0.288],
  "multiplicity": 3,
  "elements": ["V", "C", "N", "C", "C", "O", "C", "O", "C", "C", "O", "N", "C", "C", "H", "H", "H", "H", "H", "H", "H", "H", "H", "H", "H", "H", "H", "H", "H", "H", "C", "N", "C", "N", "C", "N", "C", "P", "C", "C", "H", "H", "H", "H", "H", "H", "H", "H", "H", "H", "H", "H", "Se", "C", "C", "C", "N", "C", "C", "H", "H", "H", "H"],
  "coordinates": [[-0.69323, -0.46291, 0.33571], [0.70422, 3.34181, -2.08300], [-0.18363, 3.41691, -0.91708], [-0.73361, 4.74730, -0.64923], [-0.46045, 2.35294, -0.20603], [0.01421, 1.21583, -0.48497], [-1.39377, 2.44585, 0.99575], [-1.41176, 1.18358, 1.67123], [-0.91950, 1.14321, 3.01116], [0.32378, 0.26960, 3.02642], [0.52739, -0.43170, 1.99588], [1.11384, 0.24280, 4.06738], [2.29117, -0.63304, 4.09536], [0.85082, 1.04903, 5.26820], [1.56575, 3.98442, -1.90754], [0.16360, 3.69677, -2.95875], [1.02503, 2.31828, -2.23246], [0.08272, 5.43940, -0.44804], [-1.41279, 4.73935, 0.19643], [-1.28024, 5.08261, -1.52917], [-2.41245, 2.66355, 0.66938], [-1.07151, 3.22864, 1.68184], [-1.68778, 0.68132, 3.63726], [-0.73832, 2.14898, 3.38751], [2.61102, -0.84672, 3.08155], [2.04351, -1.55897, 4.61380], [3.08502, -0.11924, 4.63138], [-0.21390, 1.09259, 5.48544], [1.25988, 2.05191, 5.14887], [1.33834, 0.56670, 6.11040], [3.24296, -3.89239, -0.98148], [3.30796, -2.56130, -1.58832], [2.87172, -2.65707, -2.98358], [1.53949, -3.24327, -3.13546], [1.51465, -4.55373, -2.48264], [1.91906, -4.50767, -1.07563], [0.93802, -3.82461, -0.24357], [0.74513, -2.08104, -0.82326], [2.52688, -1.58779, -0.84015], [0.49744, -2.36405, -2.62842], [3.54275, -3.83060, 0.06588], [3.95119, -4.53520, -1.50444], [3.58347, -3.28969, -3.51420], [2.88571, -1.66564, -3.43870], [2.20831, -5.20821, -3.01057], [0.51342, -4.97988, -2.56166], [1.26774, -3.82640, 0.79824], [-0.01952, -4.34596, -0.28697], [2.89132, -1.52122, 0.18784], [2.62469, -0.59764, -1.29167], [0.51684, -1.40545, -3.15221], [-0.48966, -2.80216, -2.79523], [-2.60265, -0.48215, -1.01242], [-3.48769, -2.08097, -0.42410], [-2.94401, -3.33934, -0.64210], [-3.64274, -4.44729, -0.17905], [-4.80249, -4.37023, 0.46130], [-5.31986, -3.15988, 0.64413], [-4.71072, -1.98368, 0.22319], [-2.02379, -3.47613, -1.19364], [-3.24626, -5.44355, -0.34264], [-6.27583, -3.11667, 1.15298], [-5.19477, -1.03263, 0.39697]],
  "atomic_forces_ev_per_a": [[0.164, 0.390, 0.367], [-0.052, -0.006, 0.066], [-0.021, 0.000, 0.024], [0.011, -0.063, 0.014], [-0.043, -0.015, 0.001], [0.067, -0.125, -0.063], [-0.056, 0.019, 0.062], [0.057, -0.048, -0.057], [-0.059, 0.016, 0.062], [0.068, 0.003, -0.161], [-0.191, -0.222, -0.111], [-0.098, 0.046, 0.089], [-0.041, 0.050, -0.017], [-0.002, -0.076, -0.060], [0.014, -0.010, -0.028], [0.011, -0.008, -0.012], [0.018, 0.016, -0.025], [-0.015, 0.020, -0.007], [-0.007, 0.021, -0.005], [0.006, 0.031, 0.007], [0.018, -0.007, -0.032], [-0.003, 0.002, -0.018], [0.003, 0.029, -0.005], [0.067, -0.014, -0.002], [0.008, -0.026, 0.013], [0.037, -0.011, -0.009], [0.016, -0.008, -0.015], [0.001, 0.037, 0.001], [-0.008, 0.013, 0.046], [-0.006, 0.012, 0.009], [0.034, -0.021, -0.020], [-0.028, 0.044, 0.040], [0.030, -0.021, -0.026], [-0.058, 0.051, 0.046], [0.022, -0.020, -0.026], [-0.053, 0.045, 0.046], [0.102, -0.152, -0.030], [-0.081, 0.149, 0.095], [0.118, -0.046, -0.052], [0.026, -0.092, -0.130], [-0.007, 0.001, -0.002], [0.000, 0.001, 0.009], [-0.010, 0.006, -0.004], [0.003, -0.001, 0.002], [-0.006, 0.002, 0.001], [-0.001, -0.001, 0.005], [-0.007, 0.006, -0.009], [-0.010, 0.001, -0.011], [0.006, -0.015, -0.011], [-0.007, -0.013, -0.013], [0.016, -0.002, 0.018], [0.028, -0.005, -0.013], [-0.126, 0.056, -0.179], [-0.008, -0.043, 0.128], [0.010, 0.015, -0.013], [0.020, -0.066, -0.024], [0.037, 0.035, -0.017], [-0.064, 0.037, 0.031], [0.019, -0.051, 0.024], [0.019, 0.036, 0.000], [-0.014, -0.004, 0.015], [-0.002, -0.018, 0.000], [0.028, 0.022, -0.015]]
}

***

(4)
{
  "formula": "C29H49BBaN4O2P2",
  "method": "ωB97M-V/def2-TZVPD",
  "charge": 0,
  "orbital_gap_ha": 0.227,
  "elements": ["Ba", "C", "C", "C", "C", "P", "C", "N", "B", "N", "C", "P", "C", "C", "C", "C", "C", "C", "C", "C", "C", "C", "C", "C", "C", "C", "C", "C", "C", "C", "H", "H", "H", "H", "H", "H", "H", "H", "H", "H", "H", "H", "H", "H", "H", "H", "H", "H", "H", "H", "H", "H", "H", "H", "H", "H", "H", "H", "H", "H", "H", "H", "H", "H", "H", "H", "H", "H", "H", "H", "H", "H", "H", "H", "C", "N", "C", "C", "C", "O", "N", "C", "O", "H", "H", "H", "H", "H"],
  "coordinates": [[2.21064, -0.79883, -0.74247], [-0.66951, -3.05401, -0.87559], [-1.62916, -2.37892, 0.10869], [-0.82801, -1.39569, 0.97650], [-2.19378, -3.45638, 1.03777], [-3.02691, -1.31623, -0.61191], [-2.17501, -0.56809, -2.10401], [-1.50453, 0.68532, -1.83401], [-0.07497, 0.92685, -1.64251], [-0.05180, 2.38066, -1.44533], [1.09872, 3.21305, -1.18195], [2.26309, 2.43000, 0.03236], [1.58452, 2.97549, 1.69228], [2.31962, 2.20369, 2.79608], [1.65373, 4.47489, 1.97846], [0.11180, 2.53998, 1.71494], [3.84909, 3.35227, -0.38039], [4.40119, 2.61943, -1.61384], [4.86702, 3.19750, 0.75127], [3.69307, 4.83665, -0.72300], [-1.32951, 2.92300, -1.51965], [-1.78910, 4.22370, -1.39849], [-3.16116, 4.45676, -1.49870], [-4.04796, 3.41231, -1.72120], [-3.59030, 2.10180, -1.85002], [-2.22992, 1.86505, -1.74751], [-4.29565, -2.43571, -1.44953], [-5.24639, -1.50206, -2.21697], [-3.73671, -3.48243, -2.41348], [-5.15183, -3.12204, -0.37748], [0.06293, -3.65938, -0.33621], [-0.11489, -2.32657, -1.47725], [-1.18072, -3.71199, -1.57572], [0.03186, -1.90520, 1.42530], [-1.43798, -0.98800, 1.78447], [-0.48571, -0.54190, 0.37887], [-1.38351, -3.84319, 1.66437], [-2.60563, -4.29850, 0.48152], [-2.96768, -3.05960, 1.69836], [-2.92705, -0.41024, -2.87898], [-1.43986, -1.25213, -2.52249], [0.78354, 4.18224, -0.78827], [1.65289, 3.41862, -2.10298], [3.36334, 2.50240, 2.88768], [2.28995, 1.12587, 2.62779], [1.83383, 2.41271, 3.75380], [2.67942, 4.82076, 2.10949], [1.11819, 4.68175, 2.90960], [1.18208, 5.07149, 1.19531], [-0.00664, 1.48510, 1.45887], [-0.50904, 3.12092, 1.03275], [-0.27552, 2.68468, 2.72746], [4.69609, 1.59633, -1.35959], [5.29382, 3.13113, -1.98387], [3.67876, 2.57921, -2.43266], [4.95605, 2.15877, 1.07883], [4.60543, 3.80496, 1.61716], [5.85016, 3.52653, 0.40233], [3.05320, 4.99390, -1.59139], [4.67591, 5.25365, -0.96336], [3.28608, 5.41083, 0.10663], [-1.11079, 5.05337, -1.24113], [-3.53542, 5.46807, -1.40452], [-5.10849, 3.61635, -1.79410], [-4.28632, 1.28917, -2.01193], [-4.78463, -1.03503, -3.08623], [-5.63413, -0.71448, -1.56641], [-6.09697, -2.08624, -2.57872], [-3.07235, -3.04106, -3.15917], [-4.55804, -3.96920, -2.94950], [-3.18705, -4.26196, -1.88469], [-5.52720, -2.39787, 0.34826], [-4.61117, -3.89612, 0.16084], [-6.01352, -3.59640, -0.85673], [2.47621, -6.57132, 1.98945], [2.57612, -5.11933, 1.95009], [2.76738, -4.41828, 3.09927], [2.83724, -3.07674, 3.12288], [2.69514, -2.38884, 1.86236], [2.72613, -1.12538, 1.78005], [2.50878, -3.10002, 0.73312], [2.42640, -4.45519, 0.71761], [2.22578, -5.10148, -0.30091], [3.27796, -6.98046, 2.60312], [2.56584, -6.94043, 0.97362], [1.51344, -6.88510, 2.39585], [2.86053, -5.01857, 3.99569], [2.98956, -2.52062, 4.03374]],
  "atomic_forces_ev_per_a": [[-0.006, -0.067, -0.069], [0.005, 0.002, 0.005], [-0.022, -0.001, -0.003], [0.000, 0.040, -0.009], [0.024, -0.002, 0.008], [0.020, -0.003, 0.039], [0.056, 0.046, -0.019], [-0.010, 0.044, 0.014], [-0.007, -0.097, -0.019], [0.032, 0.021, 0.071], [-0.061, -0.014, -0.009], [0.026, 0.079, -0.009], [0.017, 0.001, -0.001], [-0.005, 0.005, 0.005], [0.004, -0.007, 0.009], [-0.016, -0.005, 0.017], [0.003, -0.003, -0.003], [0.001, -0.002, -0.008], [-0.005, 0.004, 0.010], [0.003, 0.003, -0.005], [-0.001, -0.074, -0.008], [-0.021, 0.023, -0.021], [0.008, -0.003, 0.000], [0.017, 0.000, 0.001], [0.008, 0.013, 0.001], [0.017, -0.026, 0.008], [0.038, -0.010, -0.072], [-0.007, 0.018, 0.020], [-0.016, -0.012, 0.015], [0.004, -0.016, -0.008], [-0.022, 0.001, 0.012], [-0.085, 0.068, -0.021], [0.010, 0.001, -0.023], [-0.002, -0.013, 0.002], [0.000, -0.005, 0.000], [0.006, -0.010, 0.021], [-0.005, -0.006, -0.001], [-0.001, -0.005, -0.001], [-0.001, 0.004, -0.007], [-0.017, -0.016, 0.008], [-0.028, -0.013, -0.024], [-0.011, 0.004, -0.014], [0.018, 0.002, 0.009], [0.008, 0.003, -0.004], [-0.010, -0.001, -0.005], [0.003, -0.003, 0.001], [-0.005, 0.003, -0.001], [0.002, 0.000, 0.000], [-0.003, -0.007, -0.003], [0.000, -0.010, 0.000], [0.005, -0.001, -0.008], [0.000, -0.002, -0.002], [-0.003, 0.002, -0.001], [-0.001, 0.001, 0.005], [0.006, 0.001, 0.000], [-0.002, -0.003, -0.002], [0.004, -0.003, 0.004], [-0.001, 0.000, -0.002], [0.002, 0.000, 0.001], [-0.002, -0.001, 0.000], [0.003, -0.001, -0.002], [0.004, -0.006, 0.002], [-0.001, -0.001, 0.000], [0.000, -0.003, -0.001], [-0.007, 0.008, 0.003], [0.007, -0.012, 0.000], [0.003, 0.003, -0.009], [-0.006, 0.006, 0.004], [-0.005, 0.008, -0.001], [0.000, -0.001, 0.006], [-0.010, 0.001, -0.005], [0.001, 0.003, 0.001], [-0.002, 0.003, 0.010], [0.001, -0.002, 0.002], [-0.003, 0.004, -0.006], [0.002, -0.053, -0.020], [0.008, -0.045, 0.037], [-0.001, 0.076, -0.014], [0.020, 0.027, 0.084], [0.030, -0.018, 0.059], [-0.015, 0.123, -0.046], [0.012, -0.033, 0.004], [-0.005, -0.029, -0.015], [-0.003, 0.005, 0.007], [0.005, -0.003, -0.002], [-0.004, 0.000, -0.007], [0.000, 0.000, 0.002], [-0.001, -0.007, 0.003]]
}

***

Computed values of largest force on an atom (unit: eV/A) for the preceding records, in sequence: 3.2 1.6 0.6 0.1.
Computed values of ΔE to the lowest compared entry with this formula, charge and spin (unit: kJ/mol) for the preceding records, in sequence: 58.3 40.6 0.0 28.3.